63
Properties=species:S:1:pos:R:3:forces:R:3:nbo_charge:R:1 method="wB97M-V/def2-TZVPD" total_charge=+1 homo_lumo_gap_ha="0.229 / 0.178" spin_multiplicity=3
H -2.030 1.546 5.472 0.14 0.04 -0.18 0.25
C 3.053 2.257 -1.131 -0.30 0.34 -0.24 -0.75
H 1.718 -3.317 0.354 0.25 0.06 -0.31 0.25
C -0.664 0.886 3.965 0.64 -0.73 -0.56 0.20
C 1.005 2.376 -2.626 -0.68 1.27 0.03 0.14
H 3.483 1.480 -1.784 -0.37 0.22 0.10 0.26
C -0.097 -0.363 4.192 0.05 -0.02 -0.22 -0.34
H -0.432 2.276 5.575 -0.09 -0.08 -0.18 0.25
H 2.525 -1.184 -3.030 -0.27 0.05 -0.01 0.26
H 0.865 6.265 -2.229 -0.02 -0.33 -0.10 0.23
C -0.830 2.469 -4.252 -0.42 0.21 -1.02 -0.16
H -1.568 3.013 -4.864 0.37 -0.21 0.49 0.22
C -1.351 0.387 -5.521 0.65 0.49 0.31 -0.18
H -1.445 0.802 -1.712 -0.15 -0.38 0.84 0.06
H -0.326 -3.955 -2.258 -0.10 0.36 0.24 0.24
H 1.846 -2.737 -3.573 -0.20 0.27 0.26 0.24
H 0.987 -2.738 3.627 0.02 0.05 -0.27 0.24
C 0.898 5.182 -2.370 0.68 0.25 0.46 -0.21
H -0.042 -2.765 -5.092 -0.11 0.53 -0.04 0.22
C 1.868 4.448 -1.673 -0.39 0.50 -0.13 -0.22
H 1.942 -2.027 2.310 -0.31 -0.13 0.04 0.23
H 2.365 -3.894 -1.208 -0.09 0.34 0.20 0.25
C 1.918 2.810 1.421 0.21 0.53 0.63 -0.98
H -1.559 0.417 -1.037 -0.12 0.43 -0.76 -0.05
P 2.286 1.444 0.307 -0.06 0.85 -0.51 0.94
C 2.114 -2.995 -0.618 0.35 -0.75 0.34 -0.97
H 3.115 -0.062 1.952 0.16 0.14 -0.22 0.25
H -0.927 1.881 2.110 0.09 -0.54 0.17 0.42
P 0.890 -1.978 -1.451 -0.49 0.38 0.04 0.86
H 1.589 2.411 2.389 0.13 0.07 -0.16 0.25
C -0.203 -1.689 -4.940 -0.69 0.24 -0.44 -0.22
H 2.797 3.456 1.587 -0.30 -0.20 -0.03 0.24
H 4.422 1.013 1.383 -0.25 -0.17 -0.10 0.25
H 3.879 -0.361 0.370 -0.18 0.39 0.20 0.25
C -0.565 -3.023 -1.712 -0.16 -0.60 -0.07 -0.97
C 1.955 3.063 -1.818 -0.11 -1.27 -0.74 -0.04
C 0.050 3.155 -3.403 0.86 0.56 1.14 -0.09
H 1.098 3.422 1.013 0.35 -0.23 -0.01 0.26
H -1.755 -1.547 -6.446 0.40 0.45 0.36 0.23
N -0.618 1.058 2.626 -0.12 -0.28 -0.21 -0.34
N 0.961 1.000 -2.663 1.68 -0.12 -0.35 -0.54
C 3.545 0.428 1.065 0.72 -0.39 0.66 -0.98
C 0.242 -0.905 2.929 -0.79 1.99 -0.04 0.18
H -0.977 -3.277 -0.725 0.05 0.03 -0.31 0.25
H -1.327 -2.465 -2.277 0.29 -0.13 0.20 0.27
C 0.035 4.564 -3.263 -0.08 -0.79 -0.31 -0.17
C 1.597 -1.762 -3.117 -0.67 0.27 -0.66 -0.75
H 2.569 4.942 -0.996 -0.22 -0.01 -0.31 0.22
H -0.648 5.134 -3.904 0.26 -0.13 0.43 0.22
H -2.014 0.961 -6.186 0.20 -0.41 0.41 0.22
C -1.159 -0.988 -5.707 0.37 -0.58 0.31 -0.20
H 3.036 -2.417 -0.449 -0.32 -0.17 -0.06 0.24
C -1.196 1.926 4.872 -0.24 0.42 0.34 -0.65
H 0.097 -0.836 5.147 -0.18 0.13 -0.15 0.24
N -0.095 -0.014 1.959 -0.15 -0.38 1.30 -0.39
H 0.373 -2.812 1.966 0.05 0.10 0.05 0.23
H -1.553 2.789 4.298 0.05 -0.14 0.17 0.23
H 3.877 2.906 -0.804 -0.24 -0.05 -0.01 0.25
C 0.323 0.362 -3.698 -1.24 -0.44 -0.82 0.20
C 0.918 -2.190 2.681 0.35 -0.44 -0.02 -0.65
C -0.620 1.103 -4.524 -0.19 -1.95 -0.08 -0.10
C 0.541 -1.032 -3.955 0.70 1.29 0.57 -0.05
Au 0.495 0.153 -0.298 0.26 -1.16 -0.67 0.76